Computed, not measured: C56H162CsF3O28 as an isolated structure in a non-equilibrium geometry, with wB97M-V/def2-TZVPD.

Output
E, eV: -126725.1672
Charge: 0
LUMO energy, eV: 0.09
Energy relative to the best compared isomer or geometry (same formula, charge and spin), eV: 0.000
HOMO energy, eV: -8.770

Structure (XYZ):
```
250
Properties=species:S:1:pos:R:3:forces:R:3:mulliken_charge:R:1
Cs 0.256 -2.114 -2.860 0.10 0.22 0.00 -1.16
C 0.602 0.932 -0.291 2.67 -0.65 -2.61 0.46
O 0.481 -0.514 -0.232 -1.23 -0.80 0.80 0.78
O 0.935 1.238 -1.629 -1.07 -0.06 2.20 -0.25
C -0.528 1.732 0.388 -0.50 0.47 0.26 -0.47
F -1.767 1.288 0.135 0.14 0.12 -0.43 -0.12
F -0.424 1.662 1.754 0.34 0.10 -0.48 -0.05
F -0.481 3.069 0.081 0.05 -1.35 0.09 0.40
C 0.284 -1.184 1.043 -0.54 -1.12 -0.59 0.49
C 0.347 -2.745 0.882 0.81 1.20 -0.54 0.97
H 0.197 -3.257 1.832 -0.24 0.23 0.11 -0.30
H -0.385 -3.088 0.151 -0.11 -0.03 0.09 -0.65
H 1.345 -3.033 0.551 0.09 -0.06 -0.23 -0.32
H -0.727 -1.027 1.418 -0.06 0.62 0.11 -0.20
H 1.017 -0.894 1.796 0.16 0.37 -0.06 0.21
H 1.509 1.051 0.302 0.05 0.89 0.76 -0.86
C 0.809 4.766 -2.480 -0.35 -0.07 -0.02 -0.06
C 1.861 4.783 -1.405 -0.27 0.44 -0.61 0.31
O 2.774 3.755 -1.620 1.38 -0.72 -0.02 -0.13
H 1.283 5.024 -3.427 -0.12 0.03 -0.10 0.42
H 0.025 5.486 -2.242 -0.10 0.00 -0.18 -0.14
H 0.383 3.766 -2.565 -0.21 0.04 0.03 -0.29
H 1.436 4.671 -0.407 -0.02 0.54 0.13 -0.70
H 2.428 5.697 -1.585 0.02 0.24 0.84 0.59
H 2.314 2.920 -1.511 -0.43 -0.72 -0.10 -0.43
C -3.063 1.974 -3.115 -0.50 -1.23 0.85 -0.77
C -2.751 0.442 -3.039 0.69 1.85 -0.88 0.36
O -2.051 0.065 -4.230 -1.01 -1.52 0.08 -0.51
H -3.494 2.273 -2.160 0.02 0.14 0.25 0.21
H -3.864 2.130 -3.838 0.35 0.12 -0.29 0.43
H -2.187 2.597 -3.296 -0.02 -0.26 -0.20 0.03
H -3.695 -0.102 -2.991 0.15 -0.17 -0.14 0.32
H -2.154 0.210 -2.157 0.01 -0.02 0.17 -0.29
H -1.248 0.571 -4.371 0.27 0.76 0.28 0.43
C -4.654 -4.334 -1.924 -0.01 0.94 0.02 -1.18
C -3.890 -2.983 -1.957 0.02 -0.82 -0.22 -0.10
O -2.596 -3.089 -1.377 0.03 -0.14 -0.73 0.82
H -5.638 -4.194 -2.371 -0.04 -0.05 -0.23 0.45
H -4.855 -4.646 -0.899 0.27 -0.04 0.11 0.21
H -4.124 -5.121 -2.459 0.06 0.06 0.04 0.17
H -4.445 -2.215 -1.417 -0.25 0.05 -0.04 0.23
H -3.741 -2.640 -2.981 -0.13 -0.05 -0.09 0.31
H -2.792 -3.032 -0.439 0.32 0.17 0.82 -0.29
C 2.510 4.017 2.573 0.50 -0.35 0.64 -0.62
C 2.404 3.456 4.007 -0.03 1.95 -0.06 0.21
O 3.184 4.270 4.951 -0.33 -1.22 -0.55 -0.63
H 3.546 4.152 2.263 0.03 -0.25 -0.12 0.52
H 2.057 5.008 2.545 -0.18 0.02 0.03 0.41
H 1.968 3.376 1.879 0.07 0.00 -0.13 -0.34
H 2.691 2.416 4.163 0.26 0.18 -0.20 0.01
H 1.341 3.561 4.223 -0.15 -0.30 0.51 0.03
H 2.998 5.203 4.818 -0.24 -0.01 -0.20 0.32
C -5.576 3.892 0.305 0.37 -0.53 0.28 -1.13
C -4.897 3.833 1.686 -1.28 1.00 -0.98 1.41
O -6.019 3.983 2.600 1.20 -0.46 -0.15 -0.66
H -6.375 4.631 0.246 0.22 0.21 0.33 0.37
H -6.058 2.930 0.127 0.08 -0.07 -0.26 0.35
H -4.855 4.114 -0.482 -0.01 -0.19 -0.07 0.03
H -4.179 4.650 1.754 -0.12 0.34 0.38 -0.29
H -4.292 2.934 1.802 -0.40 -0.37 0.24 -0.45
H -5.695 3.823 3.489 0.01 0.02 0.22 0.33
C -3.916 -4.386 2.917 0.27 -0.31 0.10 -1.28
C -2.770 -3.923 2.046 -0.74 0.66 0.04 0.92
O -3.268 -2.845 1.188 1.10 -1.57 0.29 0.01
H -4.367 -3.564 3.472 0.10 0.10 -0.09 0.31
H -3.523 -5.095 3.645 -0.21 -0.25 0.06 0.16
H -4.680 -4.855 2.297 -0.03 -0.09 0.13 0.32
H -2.353 -4.752 1.474 -0.40 0.14 -0.69 -0.04
H -1.913 -3.631 2.652 -0.05 0.67 0.15 -0.56
H -3.601 -2.180 1.795 -0.05 0.61 0.44 -0.19
C 3.531 -4.562 -4.588 0.06 -0.43 0.70 -0.83
C 2.815 -3.773 -5.667 0.20 -0.28 -0.41 -0.21
O 2.792 -2.396 -5.440 0.10 1.01 1.53 -0.19
H 2.869 -4.861 -3.775 -0.24 0.35 0.12 0.03
H 4.361 -4.053 -4.097 -0.03 0.31 -0.32 0.05
H 3.911 -5.525 -4.928 0.05 0.08 -0.52 0.53
H 1.778 -4.105 -5.702 -0.07 -0.47 -0.46 0.12
H 3.321 -3.859 -6.628 -0.13 -0.82 -0.21 0.44
H 2.480 -1.966 -6.239 -0.04 0.21 -0.33 0.12
C -4.244 0.237 6.679 0.27 0.12 0.93 -0.72
C -3.054 1.215 6.881 -0.18 -1.52 -0.08 -0.30
O -2.589 1.670 5.638 -0.42 1.25 -0.33 -0.39
H -5.132 0.745 6.301 0.19 -0.05 -0.36 0.27
H -4.572 -0.246 7.599 0.10 0.30 0.50 0.45
H -3.957 -0.631 6.085 -0.01 0.35 -0.55 -0.09
H -2.195 0.679 7.284 -0.16 -0.30 0.75 0.09
H -3.286 2.021 7.577 -0.11 0.22 -0.38 0.44
H -2.105 0.918 5.288 0.02 -0.15 -0.19 -0.16
C -2.411 6.182 -0.928 0.07 0.36 1.18 -0.13
C -3.143 7.288 -0.102 -0.69 -1.68 -0.81 -0.08
O -4.107 7.822 -0.972 -0.54 0.91 -1.13 -0.57
H -1.569 5.796 -0.353 0.42 0.30 -0.15 -0.23
H -2.106 6.513 -1.921 0.10 0.22 0.16 0.60
H -3.007 5.279 -1.053 -0.51 0.29 -0.07 -0.24
H -2.532 8.085 0.324 0.35 -0.27 0.05 0.22
H -3.768 6.802 0.647 0.80 -0.18 0.81 0.13
H -4.726 8.352 -0.464 -0.04 0.05 -0.01 0.31
C -2.157 -7.719 4.536 -0.14 0.04 -0.45 -1.25
C -2.294 -8.046 3.030 -0.47 0.21 1.86 0.69
O -3.560 -8.665 2.885 0.16 -0.43 -0.27 -0.59
H -2.984 -7.134 4.940 0.05 0.34 -0.32 0.34
H -1.203 -7.223 4.718 -0.01 0.17 0.11 0.12
H -2.187 -8.630 5.134 0.19 -0.23 -0.25 0.45
H -1.456 -8.718 2.846 -0.01 -0.10 -0.71 0.39
H -2.297 -7.170 2.381 0.57 0.19 0.13 -0.39
H -3.598 -8.971 1.976 -0.31 -0.15 -0.10 0.32
C 5.124 -0.490 -3.701 -0.53 0.32 -0.16 -1.32
C 3.746 0.150 -3.476 1.18 0.81 -1.78 1.48
O 3.250 -0.265 -2.288 -0.32 -1.58 2.56 1.20
H 5.922 -0.120 -3.057 -0.15 0.53 -0.02 0.28
H 5.371 -0.345 -4.753 0.33 -0.18 0.07 0.41
H 5.086 -1.553 -3.464 -0.30 -0.15 -0.39 -0.02
H 3.060 -0.102 -4.284 0.09 -0.44 -0.34 -0.47
H 3.736 1.240 -3.472 0.72 0.33 -0.21 -0.25
H 2.479 0.262 -2.067 -1.17 0.57 0.54 -0.92
C 0.790 3.183 -6.067 0.17 0.30 -0.19 -1.74
C 1.197 2.142 -5.084 0.45 0.06 0.10 1.03
O 0.076 1.758 -4.322 -0.02 -0.10 0.02 0.19
H 0.654 4.162 -5.607 -0.17 -0.07 0.12 0.26
H -0.157 2.854 -6.495 0.11 0.21 -0.47 0.32
H 1.605 3.288 -6.783 -0.29 0.04 -0.42 0.44
H 1.979 2.523 -4.427 0.12 0.02 0.11 -0.35
H 1.613 1.276 -5.599 0.06 -0.21 -0.15 0.06
H 0.403 1.686 -3.422 -0.25 -0.34 1.18 -0.16
C -1.872 4.446 3.737 -0.43 -1.02 -0.75 -1.25
C -1.194 5.004 2.503 -0.19 1.12 0.57 2.29
O -1.168 6.412 2.708 -0.06 0.21 0.07 -0.72
H -2.158 3.433 3.453 0.15 -0.43 0.58 -0.09
H -2.819 4.921 3.994 0.07 0.44 -0.31 0.39
H -1.267 4.460 4.644 0.21 -0.12 -0.24 0.42
H -1.701 4.801 1.559 -0.51 -0.32 0.13 -0.47
H -0.198 4.590 2.353 0.22 -0.01 0.29 -0.99
H -0.498 6.824 2.157 0.42 -0.01 -0.14 0.40
C 5.677 -3.392 -1.064 -0.82 -0.14 -0.10 -1.29
C 4.201 -3.648 -0.720 0.38 1.25 -0.25 0.49
O 3.352 -3.004 -1.692 -0.08 -1.40 0.25 1.01
H 5.863 -2.319 -1.102 0.07 0.04 -0.02 0.16
H 5.810 -3.819 -2.058 0.44 0.04 -0.01 0.27
H 6.371 -3.834 -0.349 -0.07 -0.12 -0.03 0.44
H 3.954 -3.188 0.237 0.08 -0.32 0.39 -0.34
H 4.006 -4.720 -0.691 -0.33 0.09 -0.15 0.33
H 3.655 -2.106 -1.846 -0.04 0.55 0.04 -0.70
C 2.711 -6.005 2.102 -0.36 0.47 0.40 -0.61
C 1.992 -6.887 3.147 0.97 1.36 -0.20 0.23
O 1.543 -8.028 2.481 -0.34 -0.97 -0.09 -0.65
H 2.039 -5.628 1.331 -0.23 -0.53 -0.18 -0.05
H 3.540 -6.536 1.635 -0.15 -0.15 0.01 0.41
H 3.109 -5.062 2.479 0.15 -0.22 0.64 0.11
H 1.144 -6.410 3.638 -0.08 0.49 -0.16 -0.21
H 2.673 -7.175 3.949 0.31 0.05 0.04 0.46
H 1.177 -8.592 3.166 -0.17 -0.42 -0.26 0.31
C -3.347 4.823 -4.614 0.26 -0.06 -1.10 -0.25
C -3.597 6.280 -4.941 -0.61 0.57 0.74 -0.49
O -3.578 6.637 -6.327 0.43 -0.80 0.15 -0.55
H -2.338 4.569 -4.941 0.18 -0.11 0.17 0.10
H -3.992 4.119 -5.140 -0.28 0.18 0.05 0.39
H -3.424 4.651 -3.541 -0.03 0.16 -0.08 0.00
H -2.855 6.822 -4.355 0.31 0.40 -0.24 0.21
H -4.551 6.605 -4.526 -0.26 -0.15 0.11 0.33
H -3.843 7.556 -6.416 0.01 -0.01 0.16 0.32
C 0.557 0.426 5.490 -0.89 -0.64 0.11 -1.24
C -0.278 -0.403 4.474 1.86 0.42 -0.26 1.11
O -1.532 -0.763 4.967 -0.86 0.22 -0.04 0.82
H 0.341 -0.039 6.452 0.22 -0.18 0.22 0.34
H 0.245 1.460 5.636 0.14 0.10 -0.51 0.23
H 1.626 0.303 5.317 -0.06 0.28 -0.16 0.20
H 0.280 -1.326 4.315 0.23 -0.10 -0.27 0.02
H -0.410 0.062 3.497 0.02 0.23 0.19 -0.63
H -1.370 -1.526 5.526 -0.31 -0.56 0.67 -0.20
C 5.474 1.840 2.094 -0.18 -0.30 -0.96 -1.84
C 4.369 1.277 1.216 0.37 0.27 0.09 1.82
O 4.982 0.419 0.232 -0.29 0.49 1.08 -0.65
H 5.041 2.483 2.861 0.22 -0.14 0.16 0.32
H 6.089 2.429 1.415 0.36 0.08 0.34 0.49
H 6.042 0.995 2.484 0.15 0.27 0.31 0.39
H 3.845 2.140 0.804 -0.08 -0.10 -0.67 -0.23
H 3.645 0.810 1.884 -0.22 -0.77 -0.22 -0.55
H 4.333 0.052 -0.373 -0.40 0.14 -0.33 -0.02
C -0.689 -6.145 -1.395 0.10 0.22 1.10 -0.54
C -0.409 -6.827 -0.040 -0.09 0.04 -1.37 0.27
O 0.838 -7.465 -0.146 0.12 0.11 -0.28 -0.62
H -0.692 -6.807 -2.262 -0.18 -0.18 0.34 0.49
H 0.113 -5.421 -1.543 0.14 0.08 -0.12 -0.09
H -1.608 -5.569 -1.293 -0.18 -0.05 -0.35 -0.05
H -1.190 -7.548 0.203 -0.23 -0.16 0.01 0.37
H -0.432 -6.056 0.730 0.18 0.18 0.28 -0.07
H 1.155 -7.680 0.734 0.03 -0.30 0.29 0.36
C 0.580 -4.054 5.542 0.67 0.14 -0.80 -0.07
C -0.415 -4.076 6.645 -0.98 -1.15 0.68 -0.51
O -1.157 -2.870 6.725 0.55 1.19 -0.30 -0.40
H 1.397 -3.358 5.730 -0.19 0.43 -0.06 0.25
H 0.127 -3.861 4.570 -0.07 0.24 -0.04 -0.47
H 1.113 -4.998 5.428 -0.31 -0.30 0.30 0.46
H 0.109 -4.340 7.563 -0.05 0.43 0.37 0.32
H -1.179 -4.843 6.520 0.24 -0.51 -0.32 0.24
H -1.883 -2.888 7.354 0.13 -0.40 0.13 0.20
C -0.181 -1.101 -7.065 0.13 0.36 -1.05 -0.04
C 0.743 -0.845 -8.282 -1.30 -0.41 1.49 -0.48
O 2.047 -1.168 -7.838 0.34 0.29 -0.78 -0.49
H 0.134 -0.434 -6.262 -0.23 -0.02 0.08 -0.17
H -0.157 -2.131 -6.709 0.29 -0.04 -0.13 -0.27
H -1.204 -0.883 -7.374 -0.09 0.15 0.29 0.52
H 0.671 0.207 -8.558 0.07 0.12 -0.01 0.34
H 0.433 -1.442 -9.139 0.12 -0.18 -0.09 0.39
H 2.616 -0.758 -8.493 0.63 -0.19 0.19 0.25
C -5.596 -0.154 2.042 -0.03 -0.41 -1.30 -1.61
C -4.626 0.073 3.121 -0.38 1.19 2.15 0.94
O -3.805 -1.024 3.380 0.22 -1.34 -1.06 -0.30
H -6.291 0.680 1.944 0.04 0.01 0.10 0.48
H -6.158 -1.075 2.202 -0.06 -0.01 0.02 0.38
H -5.044 -0.242 1.106 -0.18 -0.10 -0.35 0.26
H -5.194 0.226 4.038 -0.19 0.41 0.19 -0.05
H -4.038 0.981 2.988 0.13 0.09 -0.29 -0.19
H -3.094 -0.796 3.983 0.43 0.11 0.20 -0.08
C 7.058 4.949 -3.988 0.18 -0.43 0.75 -1.30
C 6.089 4.391 -2.924 0.81 -0.19 -0.43 0.02
O 4.895 4.062 -3.543 -1.08 0.12 -0.98 -0.43
H 6.774 5.930 -4.369 -0.11 -0.04 0.14 0.31
H 7.176 4.271 -4.833 -0.44 -0.13 0.00 0.31
H 8.063 4.992 -3.566 0.05 0.34 0.16 0.39
H 5.901 5.070 -2.091 0.27 0.44 0.01 0.24
H 6.452 3.463 -2.483 0.75 -0.01 0.14 0.22
H 4.245 3.902 -2.855 -0.59 -0.13 0.23 0.18
C -0.248 -5.980 -4.767 -0.97 -0.80 -0.55 -1.25
C -1.558 -5.199 -4.816 0.95 -1.56 0.44 0.31
O -1.201 -3.878 -5.043 -0.51 1.52 -0.39 -0.10
H 0.231 -5.911 -5.744 0.28 0.14 0.14 0.45
H -0.528 -7.026 -4.641 0.35 -0.24 0.24 0.48
H 0.409 -5.666 -3.956 -0.05 0.06 -0.17 0.06
H -2.088 -5.363 -3.878 -0.17 0.44 0.19 -0.34
H -2.208 -5.560 -5.612 0.03 -0.19 -0.07 0.47
H -1.651 -3.644 -5.858 0.11 0.63 0.10 0.14
C 3.920 -2.341 3.071 -0.63 0.83 -0.27 -0.18
C 4.196 -1.264 4.120 0.15 -1.39 0.27 0.49
O 3.742 -1.762 5.382 0.09 -0.01 0.06 -0.55
H 4.697 -3.089 2.910 0.21 0.28 0.24 0.53
H 3.772 -1.761 2.161 0.05 -0.42 -0.47 -0.10
H 2.999 -2.884 3.281 -0.17 0.16 0.10 -0.31
H 3.680 -0.325 3.917 0.08 0.05 -0.32 -0.45
H 5.279 -1.141 4.111 0.08 0.54 0.26 0.29
H 3.945 -1.107 6.054 0.04 0.04 0.13 0.32
C 0.139 9.647 1.444 0.03 0.98 -0.87 -1.12
C 0.489 8.542 0.445 0.20 0.75 1.65 -0.02
O 0.974 7.490 1.299 -0.07 -0.87 -1.03 -0.38
H -0.736 9.429 2.057 0.16 -0.20 0.00 0.23
H -0.015 10.604 0.947 -0.37 0.06 -0.22 0.40
H 1.011 9.857 2.063 -0.03 -0.29 0.28 0.38
H 1.271 8.885 -0.232 -0.03 -0.14 -0.17 0.39
H -0.381 8.207 -0.119 0.22 -0.29 0.10 -0.16
H 1.830 7.752 1.647 0.01 0.04 0.03 0.23
```
Forces are in eV/Å.

=====

Computed, not measured: one molecule with the formula C2H2FN3O in a non-equilibrium geometry, with wB97M-V/def2-TZVPD.

Output
E, eV: -11339.7101
Charge: 0
LUMO energy, eV: 0.61
SMILES: [H]/N=c1/[nH]nc(F)o1
Energy relative to the best compared isomer or geometry (same formula, charge and spin), eV: 0.828
HOMO energy, eV: -9.338

Structure (XYZ):
```
9
Properties=species:S:1:pos:R:3:forces:R:3:mulliken_charge:R:1
H 1.930 -1.655 -0.034 -0.12 1.43 -0.27 0.27
N 1.905 -0.613 -0.174 -0.26 -0.37 1.20 -0.69
C 0.732 -0.165 0.058 1.51 -3.25 -1.42 0.52
N 0.248 1.061 -0.002 1.38 4.31 0.68 0.14
N -1.114 1.173 -0.092 -0.45 0.07 -0.26 -0.51
C -1.446 -0.025 -0.147 -1.07 -5.07 2.13 0.47
F -2.662 -0.678 -0.035 2.61 2.17 -0.70 -0.20
O -0.372 -0.970 0.093 -3.06 1.29 -0.76 -0.28
H 0.779 1.873 0.333 -0.53 -0.59 -0.60 0.29
```
Forces are in eV/Å.